No. 1
The following is a DFT calculation (ωB97M-V with the def2-TZVPD basis set) of one molecule with the formula C4H11NO3 at a distorted geometry.

Structure (ORCA input):
```
! wB97M-V def2-TZVPD RIJCOSX def2/J DEFGRID3
* xyz 0 1
C -1.161 1.021 0.394
C 1.252 -0.289 -0.234
C -1.399 1.216 -1.095
C 2.184 -1.132 0.610
N -0.186 -0.086 0.634
O -0.740 -1.282 0.252
O -2.325 0.660 1.071
O 0.947 -0.780 -1.448
H -2.461 -0.279 0.829
H 0.202 -1.419 -1.250
H 0.009 -0.112 1.645
H -0.772 1.926 0.864
H 1.583 0.750 -0.322
H -1.725 0.283 -1.531
H -0.499 1.564 -1.596
H -2.180 1.963 -1.233
H 2.353 -0.669 1.583
H 3.140 -1.203 0.084
H 1.779 -2.133 0.745
*
```

The highest occupied orbital energy comes out at -9.340 eV. The orbital gap comes out at 0.3707 Eh. As for the calculated total energy: -11956.605 eV.

These are the Mulliken partial charges, in e, on atoms 1 to 6: 0.10, 0.24, -1.14, -1.29, 0.13, -0.86



No. 2
The following is a DFT calculation (ωB97M-V with the def2-TZVPD basis set) of a 2-piece molecular cluster, C3H10ClN3 overall at a distorted geometry.

Structure (ORCA input):
```
! wB97M-V def2-TZVPD RIJCOSX def2/J DEFGRID3
* xyz 2 1
C 1.586 0.928 0.351
C -1.162 0.206 -0.423
C -1.037 -1.238 -0.200
N -1.430 -1.744 0.969
N 1.722 2.369 0.304
N -0.765 -2.109 -1.181
Cl -2.102 1.160 0.629
H 1.152 0.406 -0.475
H -1.150 0.383 -1.455
H -1.522 -2.738 1.126
H -1.288 -1.192 1.792
H 0.982 2.711 -0.328
H 2.825 2.494 -0.029
H 1.538 2.676 1.248
H 2.331 0.408 0.880
H -1.188 -3.018 -1.174
H -0.492 -1.702 -2.034
*
```

The highest occupied orbital energy (spin up / spin down) comes out at -18.474 / -17.496 eV. The orbital gap (spin up / spin down) comes out at 0.3133 / 0.3073 Eh. As for the calculated total energy: -20245.386 eV.

These are the Mulliken partial charges, in e, on atoms 1 to 6: -0.88, -0.79, 1.06, -0.39, -0.26, -0.37



No. 3
The following is a DFT calculation (ωB97M-V with the def2-TZVPD basis set) of C12H25F3InNO5P2S as an isolated structure at a distorted geometry.

Structure (ORCA input):
```
! wB97M-V def2-TZVPD RIJCOSX def2/J DEFGRID3
* xyz 0 1
C -0.725 0.840 -3.946
C -0.683 0.353 -2.629
N 0.119 0.887 -1.707
C 0.868 1.952 -2.008
C 0.848 2.523 -3.287
C 0.041 1.963 -4.275
C -1.606 -0.772 -2.240
P -2.168 -0.638 -0.541
In 0.259 -0.293 1.782
P 1.868 1.421 0.557
C 1.708 2.558 -0.903
O -0.510 -3.162 -2.685
O 0.214 -3.417 -0.303
H -1.390 0.348 -4.638
H 1.436 3.418 -3.467
H -0.008 2.374 -5.278
C -3.632 0.375 -0.424
C -2.604 -2.283 0.006
H 2.708 2.824 -1.291
H 1.244 3.500 -0.560
H -1.074 -1.812 -2.440
H -2.527 -0.738 -2.847
C 2.408 2.592 1.850
C 3.465 0.634 0.110
H 0.565 -2.552 0.218
H 0.393 -4.189 0.256
H -0.052 -3.349 -1.778
H 0.190 -3.061 -3.355
H -1.247 0.148 0.260
H 1.003 -1.599 0.739
H -4.380 -0.152 -1.029
H -3.912 0.435 0.639
H -3.410 1.376 -0.816
H -3.416 -2.557 -0.689
H -1.743 -2.971 -0.076
H -2.989 -2.239 1.037
H 4.261 1.389 0.028
H 3.719 -0.100 0.885
H 3.347 0.121 -0.853
H 3.322 3.118 1.549
H 1.614 3.326 2.038
H 2.609 2.027 2.769
F 0.321 0.566 6.358
C 0.640 -0.414 5.490
F 1.676 0.037 4.713
F 1.047 -1.505 6.174
S -0.790 -0.786 4.360
O -1.893 -1.147 5.210
O -0.894 0.489 3.562
O -0.237 -1.859 3.476
*
```

The highest occupied orbital energy (spin up / spin down) comes out at -4.794 / -4.786 eV. The orbital gap (spin up / spin down) comes out at 0.1859 / 0.1856 Eh. As for the calculated total energy: -67312.451 eV.

These are the Mulliken partial charges, in e, on atoms 1 to 6: -0.87, 0.41, 0.03, 0.48, -0.81, -0.53



No. 4
The following is a DFT calculation (ωB97M-V with the def2-TZVPD basis set) of C20H45AsCl12F6NO3 as an isolated structure at a distorted geometry.

Structure (ORCA input):
```
! wB97M-V def2-TZVPD RIJCOSX def2/J DEFGRID3
* xyz -1 1
As 25.783 -31.236 -7.129
F 26.591 -31.123 -5.450
F 26.478 -29.668 -7.536
F 24.828 -31.162 -8.668
F 25.057 -32.794 -6.782
F 24.349 -30.392 -6.445
F 27.169 -32.092 -7.871
Cl 23.914 -27.840 -0.342
C 24.507 -28.325 -1.984
C 25.019 -27.069 -2.783
Cl 24.037 -25.574 -2.576
H 23.752 -28.942 -2.471
H 25.380 -28.952 -1.801
H 24.997 -27.258 -3.856
H 26.027 -26.809 -2.459
Cl 22.678 -25.648 -9.835
C 23.039 -26.682 -11.279
C 23.460 -25.734 -12.386
Cl 24.989 -24.892 -11.859
H 22.189 -27.322 -11.516
H 23.810 -27.395 -10.988
H 22.616 -25.054 -12.503
H 23.718 -26.239 -13.317
Cl 32.768 -29.225 -4.099
C 31.621 -30.569 -4.191
C 31.187 -30.857 -2.721
Cl 30.129 -29.592 -2.140
H 32.268 -31.378 -4.532
H 30.764 -30.212 -4.763
H 31.944 -31.028 -1.956
H 30.615 -31.766 -2.907
Cl 19.017 -31.306 -9.144
C 19.793 -30.164 -8.022
C 19.412 -30.463 -6.560
Cl 17.703 -30.453 -6.238
H 19.462 -29.166 -8.312
H 20.874 -30.108 -8.151
H 19.948 -29.752 -5.932
H 19.746 -31.444 -6.223
Cl 22.711 -37.760 -9.234
C 21.245 -36.753 -9.427
C 20.596 -36.828 -10.847
Cl 20.268 -38.461 -11.358
H 21.525 -35.741 -9.135
H 20.602 -37.082 -8.611
H 21.197 -36.401 -11.650
H 19.667 -36.260 -10.889
Cl 29.598 -29.001 -13.735
C 28.583 -30.060 -12.680
C 28.281 -31.371 -13.270
Cl 26.943 -31.294 -14.467
H 27.725 -29.466 -12.364
H 29.122 -30.290 -11.761
H 27.912 -32.103 -12.551
H 29.075 -31.934 -13.761
C 24.179 -36.513 -3.342
C 24.541 -35.417 -2.346
C 25.981 -34.996 -2.480
O 23.773 -34.313 -2.745
H 23.107 -36.594 -3.523
H 24.657 -37.429 -2.994
H 24.600 -36.334 -4.332
H 24.308 -35.651 -1.308
H 26.653 -35.541 -1.818
H 26.096 -33.988 -2.080
H 26.317 -35.058 -3.514
H 24.054 -34.149 -3.648
C 29.490 -37.967 -8.875
C 28.900 -37.337 -7.632
C 28.916 -38.256 -6.404
O 29.599 -36.220 -7.324
H 29.880 -37.253 -9.601
H 28.735 -38.580 -9.369
H 30.323 -38.606 -8.580
H 27.886 -37.012 -7.866
H 28.182 -39.046 -6.562
H 28.666 -37.706 -5.497
H 29.879 -38.766 -6.377
H 29.027 -35.455 -7.412
O 29.419 -23.238 -7.217
C 29.011 -24.323 -7.591
N 27.749 -24.586 -7.434
C 29.875 -25.278 -8.424
H 27.215 -23.862 -6.974
H 27.321 -25.447 -7.743
H 29.508 -26.258 -8.731
H 30.782 -25.591 -7.906
H 30.167 -24.771 -9.343
*
```

The highest occupied orbital energy comes out at -7.952 eV. The orbital gap comes out at 0.3610 Eh. As for the calculated total energy: -256521.335 eV.

These are the Mulliken partial charges, in e, on atoms 1 to 6: 2.11, -0.57, -0.50, -0.53, -0.48, -0.53